Molecular formula: C6H15NO
Method: DFT, ωB97M-V/def2-TZVPD

For the HOMO-LUMO gap, the calculation gives 9.912 eV. The charge is 0. The energy relative to the best compared isomer or geometry (same formula, charge and spin) comes out at 2.7027 eV. As for the HOMO energy: -0.3274 Ha. The calculation puts the LUMO energy at 1.0036 eV. Its SMILES is CCC[C@@H](C)NCO.

XYZ file:
```
23
Properties=species:S:1:pos:R:3:forces:R:3
C -2.19580 2.24123 -0.08663 -0.7 1.4 -3.3
C -1.89302 0.78944 -0.31131 -0.6 -0.5 2.1
C -0.92099 0.25789 0.77564 2.0 2.0 0.1
C 0.48283 -0.12609 0.21866 0.3 -0.1 -0.6
C 1.49124 -0.31546 1.43771 1.5 2.0 -3.6
N 0.43766 -1.27389 -0.74142 1.2 3.1 1.1
C 1.56917 -1.59147 -1.52557 1.0 0.1 1.0
O 2.65110 -2.22959 -0.75783 -0.9 0.6 2.4
H -1.19304 2.71455 -0.11344 -0.9 0.6 0.9
H -2.73999 2.68649 -1.04279 1.1 -0.9 1.7
H -2.94752 2.42308 0.68623 0.9 0.2 0.5
H -2.82790 0.24785 -0.17677 -0.1 -0.3 -0.5
H -1.50775 0.63346 -1.29276 0.4 -0.3 -0.7
H -1.33981 -0.48885 1.36403 -0.8 -2.1 0.6
H -0.69424 0.98280 1.66281 -0.4 -0.4 -1.9
H 0.79386 0.79529 -0.41071 0.0 -1.3 1.0
H 2.47474 -0.77869 1.12961 -1.0 0.8 0.3
H 1.13790 -0.90769 2.21322 -1.0 -0.6 1.7
H 1.75602 0.75377 1.61371 -0.2 -0.9 1.0
H -0.36957 -1.80206 -0.64565 -1.1 -1.5 -0.3
H 2.10276 -0.69877 -1.98318 -1.2 -0.7 0.3
H 1.26985 -2.33489 -2.24317 0.0 0.0 -0.6
H 2.46250 -1.97839 0.22963 0.5 -1.0 -3.1
```
Positions in Å, forces in eV/Å.

Molecular formula: C21H33BrIrN4O2S
Method: DFT, ωB97M-V/def2-TZVPD

For the HOMO-LUMO gap (spin up / spin down), the calculation gives 7.851 / 6.059 eV. As for the spin multiplicity: 6. The charge is +2. The energy relative to the best compared isomer or geometry (same formula, charge and spin) comes out at 0.0000 eV. As for the HOMO energy (spin up / spin down): -0.5036 / -0.5398 Ha. The calculation puts the LUMO energy (spin up / spin down) at -5.8511 / -8.6284 eV.

XYZ file:
```
63
Properties=species:S:1:pos:R:3:forces:R:3
Ir -0.92657 -2.39541 0.10670 -0.3 -0.4 0.0
N -1.16461 0.46989 3.56163 0.0 -0.2 -0.1
C -1.54137 -0.43819 2.70745 0.1 0.1 0.1
O -1.77812 -0.14035 1.46159 0.0 0.1 0.0
C -1.68093 -1.87778 3.08421 0.1 0.1 0.0
C -1.95358 -2.83278 1.92575 0.0 0.1 0.2
H -1.03870 1.43851 3.29529 0.0 0.0 0.0
H -0.97589 0.20899 4.52011 0.0 0.0 0.0
H -2.42394 -1.94281 3.88820 0.0 0.0 -0.1
H -0.71970 -2.12491 3.55109 0.0 0.0 0.0
H -3.01437 -2.86608 1.67252 0.0 0.0 0.0
H -1.64836 -3.83423 2.23497 -0.1 0.0 0.0
C -2.32275 4.99082 1.48272 0.0 0.0 0.0
C -1.67206 4.63561 0.13895 0.1 0.0 0.1
C -2.75451 4.59341 -0.95928 -0.1 0.0 0.0
C -0.64046 5.71465 -0.20679 0.0 0.0 0.0
C -1.05769 3.25134 0.17018 -0.1 0.1 0.0
C -1.71441 2.20410 0.87920 0.1 -0.2 0.0
C -1.18417 0.96444 0.81646 -0.1 0.1 0.0
Br -2.63409 -1.56074 -1.46365 0.0 0.1 0.0
C -0.03152 0.60423 0.01898 0.0 -0.1 0.1
O 0.30462 -0.61236 -0.08364 0.2 0.2 0.0
C 0.67165 1.68416 -0.64399 0.0 0.1 0.0
C 0.10785 2.94244 -0.53869 0.1 0.0 0.0
C 1.98482 1.51128 -1.40078 -0.1 0.0 0.0
C 2.00087 2.43005 -2.63385 0.1 0.0 0.0
C 3.10000 1.94673 -0.42957 0.0 0.0 0.0
C 2.28328 0.08546 -1.88160 0.0 0.0 0.0
H -2.72245 6.00216 1.42479 0.0 0.0 0.0
H -1.59704 4.97378 2.29848 0.0 0.0 0.0
H -3.16185 4.34385 1.73788 0.0 0.0 0.0
H -3.18890 5.58721 -1.06635 0.0 0.0 0.0
H -3.55835 3.90032 -0.70835 0.0 0.0 0.0
H -2.33382 4.30225 -1.92175 0.0 0.0 0.0
H -1.10539 6.69410 -0.10425 0.0 0.0 0.0
H -0.28854 5.64054 -1.23555 0.0 0.0 0.0
H 0.21945 5.68435 0.46415 0.0 0.0 0.0
H -2.62251 2.39399 1.43442 0.0 0.0 0.0
H 0.59904 3.75516 -1.04817 0.0 0.0 0.0
H 2.08370 3.48619 -2.37957 0.0 0.0 0.0
H 1.11467 2.28688 -3.25315 0.0 0.0 0.0
H 2.87318 2.18779 -3.23975 0.0 0.0 0.0
H 2.93263 2.95459 -0.04922 0.0 0.0 0.0
H 4.05339 1.93910 -0.95746 0.0 0.0 0.0
H 3.18010 1.26175 0.41570 0.0 0.0 0.0
H 1.51597 -0.28401 -2.56324 0.0 0.0 0.0
H 2.39804 -0.62069 -1.06541 0.0 0.0 0.0
H 3.22438 0.11659 -2.43007 0.0 0.0 0.0
C 2.93752 -6.93571 0.71325 0.0 -0.1 0.1
C 3.03151 -5.98990 -0.48271 0.0 0.1 -0.1
C 1.70133 -5.41160 -0.83554 0.2 0.0 0.1
N 1.25027 -4.30116 -0.38312 0.0 0.0 0.1
N -0.02629 -4.03029 -0.82616 0.2 -0.2 -0.1
C -0.52620 -4.96951 -1.62830 0.0 0.1 -0.1
N -1.73799 -4.91082 -2.17299 0.0 0.0 0.0
S 0.58318 -6.26165 -1.87558 -0.1 0.1 0.0
H 3.92370 -7.32462 0.95716 0.0 0.0 0.0
H 2.28790 -7.78502 0.50173 0.0 0.0 0.0
H 2.55069 -6.41709 1.58956 0.0 0.0 0.0
H 3.43685 -6.51076 -1.35238 0.0 0.0 0.0
H 3.69698 -5.15208 -0.27193 0.0 0.0 0.0
H -2.25694 -4.04202 -2.13530 0.0 0.0 0.0
H -2.04353 -5.61414 -2.82499 0.0 0.0 0.0
```
Positions in Å, forces in eV/Å.

Molecular formula: C8H12NOP
Method: DFT, ωB97M-V/def2-TZVPD

For the HOMO-LUMO gap, the calculation gives 9.477 eV. The charge is 0. The energy relative to the best compared isomer or geometry (same formula, charge and spin) comes out at 0.3836 eV. As for the HOMO energy: -0.3165 Ha. The calculation puts the LUMO energy at 0.8635 eV. Its SMILES is CCOP(N)c1ccccc1.

XYZ file:
```
23
Properties=species:S:1:pos:R:3:forces:R:3
C -0.21031 2.85393 -0.81024 -1.0 0.2 -2.8
C 0.15105 2.42660 0.58032 3.3 2.4 1.7
O 0.13984 1.06277 0.81646 -0.4 -1.6 -0.5
P -1.06693 0.01768 0.39085 -0.5 -0.1 2.7
N -1.17809 -0.71779 2.17263 0.5 2.5 -3.0
C -0.06440 -1.25545 -0.43765 0.0 0.1 0.1
C -0.57356 -2.56513 -0.47246 2.9 1.1 -1.0
C 0.17849 -3.56234 -1.02840 1.9 1.7 -0.2
C 1.54717 -3.21391 -1.40212 -1.9 -3.5 -1.8
C 2.03346 -1.94861 -1.42238 -0.4 1.1 0.8
C 1.15745 -0.92694 -0.99864 0.2 -0.5 0.6
H -0.23138 3.91157 -1.19378 0.6 -0.5 1.5
H 0.47597 2.37154 -1.56417 -0.6 0.1 0.9
H -1.23931 2.57784 -1.13750 0.5 -0.4 0.6
H -0.22680 2.96380 1.48508 -0.8 -0.2 -1.1
H 1.28667 2.68905 0.74075 -1.8 -0.4 -0.6
H -1.61905 -1.58490 2.04695 -1.0 -1.6 0.0
H -0.20813 -0.94429 2.28661 0.8 -0.2 0.5
H -1.45874 -2.77768 -0.03103 -2.9 -0.6 1.1
H -0.31118 -4.50347 -1.14697 0.5 -0.8 -0.1
H 2.06870 -4.03592 -1.96993 -0.1 0.9 1.1
H 3.08657 -1.76835 -1.62231 -0.3 0.1 -0.4
H 1.41426 0.11622 -0.95980 0.5 0.1 -0.1
```
Positions in Å, forces in eV/Å.

Molecular formula: C14H42F9N8O18S3Y
Method: DFT, ωB97M-V/def2-TZVPD

For the HOMO-LUMO gap, the calculation gives 4.476 eV. The charge is 0. As for the HOMO energy: -0.3224 Ha. The calculation puts the LUMO energy at -4.2967 eV.

XYZ file:
```
95
Properties=species:S:1:pos:R:3:forces:R:3
Y 0.67899 5.09576 0.71193 -0.1 -4.9 -0.8
C 1.28386 4.13123 -4.00005 1.3 0.0 -1.2
F 1.44897 5.44008 -4.38113 -0.2 -1.4 1.1
F 0.00640 3.85048 -3.92815 -0.5 0.3 0.8
F 1.75394 3.38418 -5.04597 0.2 0.7 1.8
S 2.28850 3.73625 -2.25421 4.5 -1.0 -2.5
O 3.60389 4.37339 -2.43037 -2.4 -0.7 -0.3
O 1.59665 4.46615 -1.18248 -3.1 2.7 1.9
O 2.31363 2.31997 -1.96884 -0.9 1.1 -0.7
C -3.61002 5.85416 2.61574 -0.5 -0.5 0.1
F -4.75960 5.71539 3.31113 1.4 -0.6 -0.7
F -3.92086 6.12844 1.34554 0.0 -0.2 -0.3
F -2.98605 6.91784 3.10560 0.5 -0.3 0.1
S -2.43974 4.26135 2.61686 -1.7 -2.3 6.3
O -1.26160 4.67507 1.79114 0.8 1.6 -1.0
O -2.08033 4.12645 4.09364 -0.6 1.0 -4.7
O -3.20122 3.10686 2.11713 1.3 2.5 0.0
C -0.32665 0.24885 -0.38499 0.2 1.9 -0.8
F -0.48636 -0.92573 0.10418 -0.1 -1.3 0.9
F 0.56522 0.17178 -1.39578 -1.3 0.6 1.2
F -1.52711 0.74634 -0.74509 1.2 -0.5 -0.3
S 0.33550 1.41437 0.99186 -1.6 1.0 2.0
O 0.04843 2.85876 0.56961 0.8 -0.8 -0.1
O -0.31760 1.12014 2.28399 0.1 0.3 -2.5
O 1.74148 1.13223 1.02809 1.1 0.5 -0.3
C 5.55372 -5.90427 -1.02454 -0.5 0.6 0.7
C 4.67333 -4.77163 -0.43209 -0.8 -0.8 -1.0
C 3.11124 -5.11368 -0.22110 1.2 0.3 0.5
O 2.38893 -3.87982 -0.13625 -1.4 -1.0 -0.4
C 0.93725 -4.13351 -0.17241 1.4 0.8 0.0
N 5.34815 -4.22598 0.71780 -0.4 0.2 -0.1
H 5.07444 -6.33226 -1.90500 0.3 -0.3 0.1
H 5.80953 -6.62781 -0.25050 -0.6 -0.5 0.0
H 6.54662 -5.51115 -1.24296 -0.2 0.4 -0.5
H 4.66096 -3.97162 -1.17231 -0.2 0.1 -0.1
H 2.89845 -5.66770 0.69317 0.5 -0.1 0.6
H 2.68691 -5.78608 -0.96670 0.2 0.3 -0.8
H 0.54864 -4.56012 0.75230 0.2 0.0 0.2
H 0.65780 -4.80341 -0.98557 0.2 0.0 -0.2
H 0.49547 -3.14945 -0.32915 -0.1 -0.2 0.0
H 4.76858 -3.44304 0.98465 0.2 0.3 0.6
H 5.35195 -4.91485 1.45640 0.0 0.0 0.3
C -2.53274 -2.71692 -5.41071 1.2 0.3 -1.0
C -1.91494 -2.73783 -3.97804 -1.4 0.3 -2.1
C -1.47608 -1.32912 -3.50398 1.4 -0.1 -0.3
O -0.88463 -0.55488 -4.54285 0.3 0.5 -0.8
C 0.04923 0.46676 -4.23090 1.1 -0.1 0.0
N -2.97208 -3.29158 -3.21736 -1.2 -0.6 1.7
H -3.16579 -3.55531 -5.70133 -0.3 -0.1 0.9
H -1.83075 -2.76784 -6.24301 0.7 0.4 0.3
H -3.04192 -1.76875 -5.58333 -0.3 -0.1 0.2
H -1.12789 -3.47919 -3.84007 0.5 0.4 -0.6
H -0.68765 -1.64669 -2.82161 0.1 0.8 0.8
H -2.23715 -0.68479 -3.06385 -0.4 -0.5 0.4
H 0.97945 0.08967 -3.80595 0.0 -0.6 0.3
H -0.20243 1.30992 -3.58759 -1.1 -0.3 0.4
H 0.42670 0.98564 -5.11202 -0.6 -0.5 -0.7
H -2.76242 -3.36398 -2.23201 0.0 0.0 0.3
H -3.83654 -2.77622 -3.30224 -0.1 0.1 -0.1
O 4.17585 0.64192 2.44729 0.5 0.5 0.4
H 3.39164 1.11036 2.16126 -0.2 -0.3 -0.2
H 3.95220 -0.28348 2.34804 0.0 -0.3 -0.3
O -3.04991 -2.38685 1.01412 0.0 -0.3 -0.4
H -2.99577 -2.19576 1.95048 0.1 0.1 0.4
H -3.04636 -1.52719 0.59315 0.0 0.2 -0.1
O 2.70704 3.79066 1.11956 -0.5 1.6 0.7
H 3.59941 3.99719 1.39752 0.5 0.3 0.1
H 2.66547 2.83452 1.13700 -0.6 -1.2 -0.3
O 3.20228 -0.86072 -0.17136 0.4 -0.2 -0.1
H 2.51426 -1.37051 0.25640 -0.1 -0.4 0.0
H 2.90640 0.04700 -0.10249 0.0 0.1 -0.1
C 1.62172 0.40162 5.47191 -4.2 1.2 -0.7
O 2.26773 -0.27899 6.14938 5.5 -3.4 3.0
N 1.81155 0.80869 4.24927 2.8 0.8 -3.0
N 0.43783 0.73292 5.93547 -3.6 1.3 1.5
H 1.10335 1.06922 3.57795 0.2 -0.2 0.4
H 2.77314 0.62045 4.00429 -0.2 0.1 -0.9
H 0.33158 0.51448 6.91582 -0.6 0.1 -0.4
H -0.23897 1.25821 5.40058 0.1 0.0 0.5
C -3.39507 -1.56576 4.47161 -0.2 -0.9 1.7
O -2.94079 -2.39820 5.21708 1.7 -0.9 0.3
N -2.78986 -0.70752 3.68471 4.7 1.6 -2.2
N -4.66908 -1.39167 4.37861 -5.0 0.5 -0.3
H -1.78865 -0.82944 3.63168 0.0 0.3 0.1
H -3.11398 0.13693 3.23533 -0.4 -0.3 0.4
H -5.27584 -2.07722 4.80518 0.0 0.4 -0.2
H -4.97082 -0.75429 3.65556 -0.7 -0.5 0.3
C -3.25301 2.87493 -1.89215 -1.7 -2.5 -1.2
O -3.48006 1.83341 -2.44151 0.3 -3.2 -0.5
N -3.05801 3.09047 -0.64355 1.6 0.2 5.0
N -3.47012 3.95231 -2.53862 -0.3 6.2 -4.0
H -2.85990 4.03697 -0.35202 -0.3 -0.6 0.4
H -3.10260 2.36003 0.05255 0.2 0.4 -0.2
H -3.29383 4.87207 -2.16036 -0.2 -0.2 -0.2
H -3.71156 3.91139 -3.51848 0.2 -0.2 0.3
```
Positions in Å, forces in eV/Å.